(1)
92
Properties=species:S:1:pos:R:3 method="wB97M-V/def2-TZVPD" total_energy_ev=-89066.3402 homo_energy_ev="-6.5 / -7.6" multiplicity=3 total_charge=0 s2=2.02 homo_lumo_gap_ev="6.951 / 7.282" de_lowest_ev=0.0000
Ti 0.22 -0.33 -0.62
C 0.57 0.73 1.65
C 1.42 1.07 0.58
C 2.86 0.61 0.52
C 3.10 -0.83 0.03
C 1.86 -1.65 -0.19
C 1.05 -2.04 0.89
C 1.34 -1.64 2.32
C 0.95 -0.19 2.74
C -0.01 -0.10 -2.62
H -0.24 1.42 1.87
H 1.21 2.01 0.06
H 3.36 0.72 1.50
H 3.42 1.29 -0.12
H 3.72 -0.83 -0.87
H 3.73 -1.36 0.78
H 1.83 -2.27 -1.10
H 0.57 -3.03 0.78
H 2.39 -1.82 2.60
H 0.80 -2.33 2.98
H 0.13 -0.26 3.46
H 1.77 0.22 3.37
H -1.05 0.23 -2.78
H 0.16 -1.03 -3.19
H 0.67 0.68 -2.97
P 6.59 2.44 -5.86
P 6.44 -0.51 -6.94
C 7.92 1.26 -5.47
C 7.83 -0.02 -5.89
C 7.66 3.88 -6.35
C 8.98 4.03 -5.90
C 9.73 5.17 -6.23
C 9.19 6.13 -7.08
C 7.92 5.94 -7.63
C 7.16 4.82 -7.28
C 5.93 2.86 -4.22
C 5.10 1.88 -3.63
C 4.49 2.13 -2.40
C 4.71 3.35 -1.74
C 5.56 4.30 -2.31
C 6.14 4.08 -3.57
C 7.52 -1.29 -8.26
C 8.29 -0.43 -9.06
C 9.10 -0.96 -10.06
C 9.16 -2.35 -10.26
C 8.42 -3.21 -9.43
C 7.58 -2.67 -8.45
C 5.88 -2.00 -6.10
C 4.62 -2.50 -6.51
C 4.11 -3.64 -5.91
C 4.82 -4.27 -4.87
C 6.07 -3.77 -4.48
C 6.58 -2.62 -5.07
H 8.71 1.57 -4.79
H 8.57 -0.78 -5.59
H 9.47 3.26 -5.30
H 10.74 5.28 -5.82
H 9.77 7.03 -7.32
H 7.51 6.67 -8.34
H 6.18 4.65 -7.73
H 4.91 0.95 -4.15
H 3.83 1.38 -1.98
H 4.22 3.54 -0.78
H 5.75 5.23 -1.78
H 6.73 4.86 -4.03
H 8.24 0.66 -8.90
H 9.68 -0.30 -10.71
H 9.78 -2.77 -11.06
H 8.48 -4.29 -9.56
H 6.97 -3.34 -7.84
H 4.06 -1.96 -7.27
H 3.14 -4.03 -6.23
H 4.39 -5.13 -4.36
H 6.63 -4.27 -3.69
H 7.51 -2.20 -4.70
C -4.86 2.17 0.12
C -3.59 2.46 -0.41
C -2.55 1.53 -0.32
C -2.75 0.25 0.24
C -1.72 -0.76 0.28
C -1.98 -1.90 1.03
C -3.22 -2.16 1.68
C -4.25 -1.24 1.57
C -4.04 -0.03 0.85
C -5.07 0.94 0.73
H -5.66 2.91 0.06
H -3.43 3.43 -0.89
H -1.56 1.82 -0.70
H -1.21 -2.65 1.18
H -3.38 -3.06 2.27
H -5.22 -1.40 2.05
H -6.05 0.71 1.14


(2)
24
Properties=species:S:1:pos:R:3 method="wB97M-V/def2-TZVPD" total_energy_ev=-96518.4698 homo_energy_ev="-12.4 / -12.4" total_charge=+1 homo_lumo_gap_ev="6.793 / 6.791" de_lowest_ev=3.2586
C 1.18 0.09 -1.20
C -3.06 -0.54 0.26
C -2.05 -1.38 0.61
C 1.42 -0.48 0.18
C -0.87 -0.53 0.57
C 0.00 0.47 -1.58
C 3.96 -0.77 -0.20
C -3.36 1.93 0.23
C 2.82 -0.55 0.77
N 0.40 -0.88 0.85
N -2.59 0.72 0.23
N -1.19 0.73 0.43
Cl -1.16 1.09 -2.49
Br -1.92 -3.25 0.64
H 2.06 0.47 -1.80
H -4.07 -0.68 0.42
H 3.97 -0.12 -1.13
H 4.19 -1.79 -0.50
H 4.87 -0.58 0.42
H -2.61 2.59 0.63
H -3.52 2.42 -0.87
H -4.32 1.95 0.72
H 2.94 0.39 1.43
H 2.92 -1.31 1.39


(3)
56
Properties=species:S:1:pos:R:3 method="wB97M-V/def2-TZVPD" total_energy_ev=-66041.7404 homo_energy_ev="-8.1 / -8.3" multiplicity=3 total_charge=0 s2=2.04 homo_lumo_gap_ev="8.426 / 6.283" de_lowest_ev=0.6191
Pd 1.72 -0.46 0.69
C -0.41 -4.06 -0.67
Si 0.30 -3.16 0.84
C 2.18 -3.36 0.73
C -0.39 -3.94 2.42
N -0.06 -1.45 0.85
C -1.25 -0.83 0.85
C -2.48 -1.53 0.75
C -3.69 -0.88 0.71
C -3.74 0.51 0.75
C -2.57 1.25 0.85
C -1.34 0.61 0.91
O -0.15 1.25 0.95
C 0.02 2.61 1.11
C -0.67 3.38 2.03
C -0.36 4.73 2.13
C 0.63 5.30 1.35
C 1.34 4.50 0.46
C 1.05 3.15 0.34
H -0.29 -5.14 -0.54
H 0.13 -3.77 -1.57
H -1.47 -3.86 -0.83
H 2.44 -4.38 0.44
H 2.67 -3.14 1.68
H 2.61 -2.70 -0.02
H -0.06 -4.98 2.50
H -1.48 -3.93 2.43
H -0.03 -3.40 3.30
H -2.45 -2.61 0.72
H -4.61 -1.45 0.65
H -4.69 1.03 0.70
H -2.60 2.33 0.85
H -1.42 2.94 2.67
H -0.88 5.34 2.86
H 0.86 6.35 1.43
H 2.14 4.93 -0.14
H 1.62 2.49 -0.30
O 3.62 -0.82 2.34
Cl 3.60 0.59 2.03
O 4.71 1.25 2.61
O 2.36 1.15 2.51
O 3.65 0.74 0.58
C 1.15 0.16 -4.39
P 0.33 0.11 -2.78
C -1.04 -1.07 -2.94
C -0.48 1.72 -2.58
O 1.28 -0.23 -1.69
H 0.45 0.34 -5.20
H 1.66 -0.79 -4.55
H 1.90 0.95 -4.36
H -1.73 -0.77 -3.73
H -1.57 -1.11 -1.99
H -0.63 -2.05 -3.16
H -1.11 1.96 -3.43
H 0.28 2.50 -2.46
H -1.09 1.68 -1.68


(4)
56
Properties=species:S:1:pos:R:3 method="wB97M-V/def2-TZVPD" total_energy_ev=-60337.8325 homo_energy_ev="-14.7 / -14.8" multiplicity=3 total_charge=+2 s2=2.01 homo_lumo_gap_ev="6.591 / 7.091" de_lowest_ev=0.0630
Mo -0.28 0.65 0.03
N -1.18 2.74 0.03
C -0.66 3.54 1.17
C -0.10 2.57 2.19
O -0.18 2.65 3.38
O 0.53 1.55 1.57
H -1.10 3.24 -0.84
H -2.17 2.56 0.18
H -1.43 4.17 1.61
H 0.16 4.17 0.83
N -2.49 1.16 4.48
C -2.22 -0.02 3.61
C -2.24 0.50 2.17
O -2.84 1.52 1.91
O -1.50 -0.19 1.33
H -1.64 1.74 4.57
H -2.81 0.90 5.42
H -3.20 1.76 4.03
H -2.99 -0.78 3.77
H -1.25 -0.43 3.86
F 0.77 -0.38 -4.15
C -0.56 -0.26 -4.02
F -1.01 -1.38 -3.44
F -1.10 -0.14 -5.22
C -0.90 0.97 -3.12
O -0.68 0.57 -1.81
C -2.40 1.36 -3.28
F -3.16 0.27 -3.27
F -2.77 2.12 -2.23
F -2.61 2.05 -4.39
C 0.04 2.16 -3.45
F 1.25 1.94 -2.91
F 0.16 2.35 -4.74
F -0.43 3.29 -2.89
C 1.72 -1.20 1.51
N 2.59 -2.33 1.49
C 1.83 -3.55 1.19
N 1.19 -3.45 -0.12
C 0.28 -2.35 -0.13
N 1.00 -1.03 0.16
C 2.10 -0.90 -0.90
N 2.99 -2.02 -0.87
C 3.61 -2.13 0.45
C 2.22 -3.24 -1.14
H 2.27 -0.28 1.70
H 0.94 -1.32 2.26
H 1.07 -3.70 1.96
H 2.51 -4.40 1.20
H -0.48 -2.47 0.65
H -0.20 -2.25 -1.11
H 2.65 0.02 -0.68
H 1.61 -0.82 -1.87
H 4.18 -1.23 0.66
H 4.29 -2.99 0.45
H 2.89 -4.10 -1.15
H 1.75 -3.17 -2.12


(5)
50
Properties=species:S:1:pos:R:3 method="wB97M-V/def2-TZVPD" total_energy_ev=-36909.4804 homo_energy_ev=-7.9 total_charge=0 homo_lumo_gap_ev=8.602 de_lowest_ev=0.0000 smiles=O[C@H](CNCCc1ccc(C(F)(F)F)cc1)COc1cccc2ccccc12
O 4.04 0.55 2.69
C 3.26 0.14 1.59
C 3.43 1.22 0.51
N 2.43 1.05 -0.53
C 2.52 2.02 -1.59
C 1.32 1.85 -2.54
C 0.04 1.84 -1.75
C -0.72 0.69 -1.62
C -1.87 0.67 -0.87
C -2.28 1.83 -0.21
C -3.50 1.84 0.65
F -4.30 0.78 0.47
F -3.20 1.87 1.96
F -4.27 2.93 0.43
C -1.53 3.00 -0.33
C -0.38 3.00 -1.10
C 1.78 -0.04 1.97
O 1.25 -1.01 1.09
C -0.07 -1.32 1.19
C -0.94 -0.81 2.12
C -2.28 -1.23 2.15
C -2.76 -2.13 1.25
C -1.90 -2.67 0.26
C -2.36 -3.59 -0.71
C -1.51 -4.09 -1.66
C -0.17 -3.69 -1.69
C 0.31 -2.80 -0.77
C -0.54 -2.26 0.22
H 4.01 -0.13 3.37
H 3.62 -0.82 1.20
H 4.47 1.19 0.14
H 3.27 2.19 0.98
H 2.47 0.11 -0.90
H 3.46 1.96 -2.17
H 2.48 3.01 -1.13
H 1.32 2.67 -3.26
H 1.42 0.91 -3.08
H -0.40 -0.22 -2.12
H -2.46 -0.23 -0.78
H -1.85 3.89 0.18
H 0.19 3.91 -1.19
H 1.72 -0.39 3.01
H 1.25 0.91 1.87
H -0.61 -0.09 2.85
H -2.93 -0.81 2.90
H -3.79 -2.44 1.27
H -3.39 -3.89 -0.68
H -1.87 -4.79 -2.40
H 0.49 -4.09 -2.45
H 1.34 -2.48 -0.78


(6)
10
Properties=species:S:1:pos:R:3 method="wB97M-V/def2-TZVPD" total_energy_ev=-5250.5993 homo_energy_ev=-9.0 total_charge=0 homo_lumo_gap_ev=8.791 de_lowest_ev=5.0950
C 1.87 0.26 -0.30
C -0.49 0.56 0.47
C -1.09 -0.67 -0.15
O -0.51 -1.49 -0.82
H 1.87 -0.78 0.09
H 0.63 0.80 0.34
H 1.51 0.11 -1.34
H -0.64 0.53 1.56
H -1.00 1.45 0.09
H -2.17 -0.78 0.06


(7)
91
Properties=species:S:1:pos:R:3 method="wB97M-V/def2-TZVPD" total_energy_ev=-115901.5325 homo_energy_ev="-7.9 / -7.9" multiplicity=3 total_charge=0 s2=2.01 homo_lumo_gap_ev="7.539 / 8.292" de_lowest_ev=1.0959
V 0.48 0.34 0.28
C 3.70 -1.06 0.44
C 3.99 -0.29 -0.84
C 3.91 -1.22 -2.05
C 3.19 0.97 -1.12
C 3.68 1.96 -1.98
C 2.66 2.88 -2.08
N 1.64 2.48 -1.33
N 1.95 1.31 -0.72
B 0.30 3.23 -1.13
N -0.87 2.62 -1.90
C -1.42 3.11 -3.03
C -2.52 2.34 -3.34
C -2.58 1.37 -2.32
N -1.56 1.53 -1.47
C -3.61 0.30 -2.12
C -3.28 -0.97 -2.89
C -5.00 0.81 -2.52
N -0.08 3.18 0.36
C -0.54 4.22 1.07
C -1.32 3.75 2.09
C -1.35 2.36 1.92
N -0.57 2.02 0.89
C -2.20 1.40 2.68
C -2.40 0.10 1.91
C -1.64 1.16 4.09
H 4.37 -1.92 0.49
H 2.68 -1.44 0.48
H 3.87 -0.45 1.33
H 5.02 0.07 -0.77
H 2.90 -1.61 -2.18
H 4.58 -2.07 -1.92
H 4.18 -0.71 -2.97
H 4.64 1.99 -2.45
H 2.60 3.80 -2.64
H 0.46 4.37 -1.47
H -1.01 3.98 -3.51
H -3.20 2.48 -4.16
H -3.63 0.07 -1.05
H -3.18 -0.76 -3.96
H -4.08 -1.71 -2.77
H -2.35 -1.41 -2.54
H -5.05 1.01 -3.59
H -5.25 1.74 -1.99
H -5.76 0.07 -2.28
H -0.28 5.23 0.78
H -1.85 4.31 2.84
H -3.17 1.89 2.77
H -1.47 -0.47 1.85
H -2.75 0.31 0.89
H -3.13 -0.54 2.40
H -0.65 0.70 4.04
H -2.30 0.49 4.65
H -1.56 2.09 4.64
Cl 0.79 -4.58 -5.45
C 0.76 -3.55 -4.05
C 0.77 -4.11 -2.79
C 0.72 -3.28 -1.68
Cl 0.93 -4.01 -0.13
C 0.58 -1.89 -1.79
O 0.43 -1.11 -0.71
C 0.71 -1.37 -3.08
Cl 0.89 0.33 -3.33
C 0.76 -2.18 -4.20
H 0.85 -5.18 -2.65
H 0.83 -1.73 -5.18
C -0.85 -3.24 3.21
N -0.17 -2.08 2.62
C 0.69 -1.55 3.39
C 1.46 -0.36 3.14
C 2.32 0.18 4.07
C 2.85 1.36 3.52
C 2.30 1.48 2.27
N 1.46 0.43 2.00
C -2.08 -3.70 2.48
C -2.43 -3.26 1.21
C -3.57 -3.75 0.58
C -4.37 -4.69 1.21
C -4.03 -5.14 2.48
C -2.89 -4.65 3.11
H -1.12 -3.02 4.25
H -0.15 -4.08 3.25
H 0.88 -1.98 4.39
H 2.52 -0.23 5.05
H 3.54 2.06 3.97
H 2.46 2.26 1.54
H -1.79 -2.54 0.71
H -3.82 -3.40 -0.41
H -5.25 -5.08 0.72
H -4.64 -5.87 2.98
H -2.63 -5.00 4.10


(8)
84
Properties=species:S:1:pos:R:3 method="wB97M-V/def2-TZVPD" total_energy_ev=-46568.7432 homo_energy_ev="-1.6 / -5.4" multiplicity=2 total_charge=-1 s2=0.77 homo_lumo_gap_ev="4.096 / 7.956"
C 1.27 -4.01 1.94
C 2.57 -4.74 2.35
C 3.84 -3.85 2.30
O 4.17 -3.29 1.05
C 5.25 -2.38 1.05
N 2.33 -5.14 3.75
H 1.49 -3.28 1.15
H 0.82 -3.52 2.80
H 0.46 -4.59 1.49
H 2.60 -5.64 1.75
H 4.70 -4.24 2.85
H 3.45 -3.01 2.87
H 4.97 -1.41 1.44
H 5.62 -2.19 0.04
H 6.05 -2.63 1.75
H 2.08 -4.30 4.25
H 3.27 -5.29 4.08
C -2.16 2.41 0.21
C -3.27 2.39 -0.90
C -2.61 1.92 -2.28
O -3.36 2.12 -3.46
C -3.49 3.47 -3.96
N -4.38 1.55 -0.54
H -2.63 2.89 1.07
H -1.34 3.08 -0.01
H -1.77 1.47 0.61
H -3.61 3.41 -1.08
H -2.27 0.89 -2.14
H -1.65 2.40 -2.44
H -4.34 3.51 -4.63
H -2.68 4.00 -4.47
H -3.75 4.21 -3.20
H -4.90 1.99 0.21
H -4.94 1.57 -1.38
C -3.20 -4.32 -0.25
C -4.45 -4.81 -0.61
C -5.48 -3.91 -1.09
C -5.17 -2.60 -1.18
C -3.91 -2.05 -0.71
C -2.95 -2.95 -0.31
H -2.43 -5.03 0.01
H -4.64 -5.86 -0.77
H -6.47 -4.17 -1.45
H -5.96 -1.92 -1.47
H -3.72 -0.99 -0.78
H -1.95 -2.60 -0.12
C 2.33 5.01 -1.23
C 2.44 3.77 -0.53
C 1.84 2.63 -1.11
C 1.23 2.70 -2.35
C 1.16 3.94 -2.99
C 1.66 5.08 -2.42
H 2.78 5.93 -0.89
H 2.99 3.75 0.40
H 1.97 1.73 -0.54
H 0.69 1.87 -2.78
H 0.62 3.97 -3.93
H 1.59 6.03 -2.94
C 2.67 -2.39 -1.74
C 1.81 -1.53 -1.04
C 0.46 -1.41 -1.49
C -0.06 -2.29 -2.36
C 0.76 -3.25 -2.98
C 2.17 -3.19 -2.79
H 3.73 -2.40 -1.51
H 2.32 -0.83 -0.39
H -0.22 -0.68 -1.07
H -1.05 -2.22 -2.80
H 0.41 -3.79 -3.84
H 2.82 -3.82 -3.39
C 0.62 4.70 4.41
C -0.47 3.84 4.12
C -0.31 2.63 3.38
C 0.94 2.30 2.83
C 1.94 3.28 3.04
C 1.81 4.41 3.85
N 1.15 0.98 2.17
O 0.21 0.27 2.03
O 2.27 0.53 2.02
H 0.44 5.55 5.05
H -1.50 4.04 4.37
H -1.20 2.07 3.19
H 2.88 3.11 2.53
H 2.60 5.13 3.96